1.
90
Properties=species:S:1:pos:R:3:forces:R:3 method="wB97M-V/def2-TZVPD" e_lumo_ev=-6.4 charge=+2 total_energy_ev=-97641.3933 homo_lumo_gap_ev=6.4 homo_ev=-12.815
C -1.4286 4.2473 -4.1988 0.017 -0.003 1.158
C -1.6507 4.1210 -2.8344 0.121 -0.151 -0.477
C -2.9263 3.6222 -2.3862 -0.526 -0.871 0.431
C -3.9073 3.1804 -3.3490 0.532 0.185 0.454
C -3.6133 3.3357 -4.7327 0.320 0.171 -0.509
C -2.4106 3.8716 -5.1446 -0.851 -0.380 -0.169
C -5.0586 2.5512 -2.8635 -0.139 0.211 -0.131
C -5.2823 2.3919 -1.4926 0.471 0.235 0.341
C -4.2676 2.8812 -0.5890 0.351 -0.277 -1.078
C -4.3962 2.6476 0.8219 -0.286 -0.497 0.144
C -5.5128 1.9705 1.2878 0.995 0.650 -0.176
C -6.5266 1.5299 0.4094 -0.417 -0.149 -0.849
C -6.4176 1.7279 -0.9502 -0.342 -0.250 0.420
H -0.4737 4.6395 -4.5498 -0.199 -0.071 0.051
H -4.3675 3.0047 -5.4532 0.344 0.178 0.149
H -2.1964 3.9857 -6.2098 -0.113 -0.030 0.385
H -5.7990 2.1838 -3.5796 0.183 0.081 0.232
H -5.6075 1.7842 2.3551 -0.061 0.030 -0.124
H -7.3992 1.0187 0.8195 0.273 0.163 -0.159
H -7.1854 1.3671 -1.6447 0.246 0.140 0.388
N -3.1330 3.4343 -1.0654 0.332 0.149 0.254
Sn -0.9136 0.9748 -0.3843 0.526 0.475 0.122
C -0.5746 4.4310 -1.8007 -0.426 -0.014 -0.161
H -1.0583 4.7786 -0.8742 0.262 -0.006 -0.276
H 0.0919 5.2082 -2.1927 0.005 -0.094 0.176
C -3.2720 3.0934 1.7352 -0.185 0.079 -0.400
H -2.8430 4.0297 1.3456 -0.136 -0.230 0.255
H -3.6633 3.2496 2.7515 0.285 -0.024 -0.183
P 0.4764 2.9797 -1.3384 -0.327 0.556 -0.387
P -1.8701 1.8904 1.8519 -1.122 0.544 0.507
C -2.5523 0.5148 2.8305 0.141 -0.329 -0.097
H -1.7758 -0.2296 3.0354 -0.066 0.148 -0.041
H -2.9481 0.8824 3.7854 0.115 0.075 -0.229
H -3.3622 0.0217 2.2803 0.103 0.173 0.049
C -0.6754 2.7500 2.9284 0.467 -0.023 -0.172
H -1.1485 3.0062 3.8869 -0.035 -0.121 -0.312
H 0.2003 2.1167 3.1218 -0.282 0.161 -0.023
H -0.3315 3.6772 2.4469 -0.177 -0.250 0.122
C 1.2854 2.4392 -2.8802 -0.067 -0.337 0.134
H 1.8219 3.2765 -3.3372 -0.052 -0.072 0.106
H 1.9977 1.6286 -2.6607 -0.222 0.258 -0.099
H 0.5238 2.0735 -3.5870 0.253 0.124 0.260
C 1.7637 3.6188 -0.2225 0.008 -0.261 0.198
H 2.4204 2.7911 0.0934 -0.254 0.305 -0.094
H 2.3608 4.3749 -0.7437 -0.123 -0.092 0.060
H 1.2992 4.0708 0.6694 0.186 -0.167 -0.360
C -1.9915 -1.4669 -0.2809 -1.592 -3.191 1.114
O -2.4987 -2.4434 0.0252 1.090 2.387 -0.810
H -2.1215 0.7479 -1.6344 0.718 0.313 0.534
C 4.8602 -0.3068 1.3750 0.090 -0.075 0.177
Si 4.1270 -1.9076 2.0552 0.254 0.147 0.209
C 5.3697 -3.3165 1.8691 -0.146 0.096 -0.064
C 3.6775 -1.6953 3.8771 0.186 0.013 -0.173
Si 2.1356 -2.3501 0.8792 0.336 -0.816 -0.383
Te 1.0662 -0.1115 1.3136 -0.571 0.369 -0.572
Si 2.5702 -2.7320 -1.3958 0.199 0.120 0.096
C 3.5887 -4.3152 -1.5192 -0.132 0.109 -0.083
C 0.9380 -2.9052 -2.3145 0.107 -0.060 -0.183
C 3.5378 -1.2701 -2.0890 -0.047 -0.118 -0.206
Si 1.0640 -4.2181 1.8331 -0.267 -0.047 0.185
C 2.3202 -5.5958 2.1217 -0.005 0.155 -0.033
C 0.3016 -3.6671 3.4645 -0.038 -0.170 -0.035
C -0.2760 -4.8616 0.6786 -0.113 0.031 0.076
H 5.7404 -0.0538 1.9845 -0.154 0.036 -0.212
H 4.1488 0.5266 1.4361 0.174 -0.134 0.011
H 5.1778 -0.4112 0.3300 -0.030 0.022 0.256
H 6.2626 -3.0525 2.4545 -0.173 -0.073 -0.124
H 4.9858 -4.2716 2.2476 0.105 0.220 -0.095
H 5.6804 -3.4563 0.8262 -0.032 0.031 0.230
H 2.9403 -0.8958 4.0235 0.121 -0.111 0.044
H 3.2771 -2.6211 4.3097 0.110 0.198 -0.080
H 4.5946 -1.4273 4.4215 -0.261 -0.045 0.002
H 3.0476 -5.1838 -1.1224 0.115 0.166 -0.089
H 3.7940 -4.5048 -2.5830 -0.002 -0.024 0.229
H 4.5505 -4.2355 -0.9964 -0.242 -0.011 -0.125
H 0.3243 -2.0008 -2.2129 0.052 -0.069 -0.033
H 1.1541 -3.0496 -3.3840 -0.170 0.030 0.215
H 0.3531 -3.7627 -1.9621 0.109 0.178 -0.087
H 3.0030 -0.3241 -1.9334 0.094 -0.141 0.022
H 4.5333 -1.1813 -1.6363 -0.233 -0.037 -0.129
H 3.6640 -1.4160 -3.1718 0.048 0.108 0.199
H 3.1004 -5.3056 2.8360 -0.179 -0.090 -0.120
H 1.7833 -6.4609 2.5380 0.126 0.180 -0.084
H 2.8043 -5.9179 1.1910 -0.078 0.060 0.202
H -0.4316 -2.8664 3.3068 0.083 -0.115 0.040
H -0.2186 -4.5254 3.9140 0.083 0.240 0.005
H 1.0561 -3.3064 4.1747 -0.170 -0.092 -0.139
H -1.0263 -4.0977 0.4408 0.275 -0.288 0.082
H 0.1379 -5.2399 -0.2642 -0.068 0.005 0.212
H -0.7987 -5.6875 1.1819 0.098 0.102 -0.168



2.
49
Properties=species:S:1:pos:R:3:forces:R:3 method="wB97M-V/def2-TZVPD" e_lumo_ev=-0.3 relative_energy_kcal_mol=1.6 charge=0 total_energy_ev=-38973.5113 homo_lumo_gap_ev=8.5 homo_ev=-8.809 smiles="Cn1c(C(=O)c2ccc(Oc3ncccc3-c3ccnc(F)c3)cc2)nc2ccccc21"
C 0.4613 -5.2795 -0.6775 -0.881 0.482 -0.181
N 0.9032 -4.0029 -0.0949 -0.848 -1.482 -0.259
C 0.4380 -2.7319 -0.3946 1.938 0.907 1.855
C -0.7175 -2.3217 -1.2016 -1.144 -1.507 -2.486
O -0.9934 -2.9956 -2.1890 0.251 -0.115 0.255
C -1.5639 -1.1520 -0.9229 0.487 1.709 0.918
C -1.5838 -0.6146 0.3623 -0.559 1.190 0.865
C -2.1960 0.6239 0.6413 -0.056 -0.087 -0.224
C -2.8056 1.3861 -0.3732 1.192 -0.998 0.463
O -3.2164 2.6811 -0.1819 0.095 0.421 0.059
C -2.3589 3.4515 0.5743 1.264 0.296 1.654
N -2.8577 3.8865 1.7367 -0.280 -0.438 -1.020
C -2.0831 4.5411 2.5966 0.391 0.074 -0.291
C -0.7456 4.7705 2.3580 0.267 0.166 0.017
C -0.1878 4.3269 1.1630 -0.568 -0.322 0.368
C -0.9670 3.6429 0.2351 -1.300 0.266 0.709
C -0.3615 3.1706 -1.0099 -0.151 -0.424 -0.735
C 0.8364 2.4520 -1.0420 0.356 -0.114 -0.174
C 1.3247 1.9733 -2.2530 -0.883 0.559 -0.106
N 0.6413 2.1310 -3.4062 -0.192 0.639 -0.372
C -0.4653 2.8632 -3.3916 1.227 -0.799 2.088
F -1.1184 3.0469 -4.5302 0.069 -0.081 -0.256
C -1.0082 3.3991 -2.2105 0.320 -0.350 -1.368
C -2.8510 0.8450 -1.6360 0.222 -1.003 -1.096
C -2.2000 -0.3854 -1.9127 -0.836 0.724 0.381
N 1.1700 -1.8128 0.2200 -0.964 -0.629 0.071
C 2.0479 -2.5245 0.9965 0.387 1.230 0.505
C 2.9813 -1.9634 1.8690 1.634 0.172 0.089
C 3.9234 -2.7908 2.4757 -0.987 -0.155 0.175
C 3.7905 -4.1996 2.3821 -0.323 0.098 -0.218
C 2.7769 -4.7442 1.6013 -0.270 -0.890 -0.812
C 1.9096 -3.8997 0.8559 0.451 0.846 -0.063
H 0.6757 -6.0886 0.0155 0.264 0.037 -0.008
H 0.9347 -5.4452 -1.6574 -0.160 -0.001 0.422
H -0.6406 -5.2672 -0.8044 0.702 0.089 -0.093
H -1.0918 -1.1069 1.1999 -0.082 0.001 -0.341
H -2.1704 1.0484 1.6419 0.089 -0.213 -0.072
H -2.4884 4.8934 3.5424 -0.393 -0.193 -0.249
H -0.1777 5.2940 3.1215 0.134 -0.106 -0.258
H 0.8616 4.4516 0.9675 0.256 0.162 -0.131
H 1.3942 2.2432 -0.1393 -0.077 0.026 0.088
H 2.2988 1.4802 -2.2965 -0.466 -0.075 -0.122
H -1.9272 3.9347 -2.3214 -0.401 0.319 0.334
H -3.3309 1.3975 -2.4603 0.371 -0.308 0.492
H -2.2227 -0.6676 -2.9430 0.233 -0.517 -0.394
H 3.0922 -0.8748 1.9698 -0.286 -0.533 -0.132
H 4.6980 -2.3661 3.1005 -0.009 0.006 -0.026
H 4.4746 -4.8676 2.9403 -0.522 0.499 -0.510
H 2.6965 -5.8317 1.4830 0.041 0.419 0.188



Q: The highest charge belongs to which entry?
A: C29H51NOP2Si4SnTe



Q: What is the charge in the first record?
A: +2